# 1
{"formula": "C4H13NO2", "method": "ωB97M-V with the def2-TZVPD basis set", "species": ["H", "C", "H", "O", "H", "H", "H", "C", "H", "H", "C", "H", "H", "H", "C", "H", "N", "H", "O", "H"], "positions_angstrom": [[1.632, -0.012, 3.219], [-1.827, -0.592, -1.060], [-0.699, 1.154, 0.535], [1.066, 0.870, -4.201], [1.773, 0.207, -4.184], [-1.807, 0.448, -1.390], [-2.764, -0.662, -0.502], [0.018, 0.438, 0.169], [0.551, 1.335, 2.841], [1.955, 0.895, 0.930], [0.775, 0.296, 2.605], [0.488, 0.526, -4.895], [0.323, 0.819, -0.810], [-1.071, -1.176, 0.749], [1.159, 0.183, 1.135], [-0.172, -1.376, 2.980], [-0.722, -0.793, -0.122], [-1.806, -1.292, -1.887], [-0.395, -0.438, 2.951], [1.521, -0.829, 0.938]], "homo_lumo_gap_ha": 0.3404, "smiles": "CNCCCO.O", "relative_energy_kcal_mol": 24.9}

***

# 2
{"formula": "C4H13NO2", "method": "ωB97M-V with the def2-TZVPD basis set", "species": ["H", "H", "H", "H", "H", "H", "C", "H", "C", "N", "H", "H", "H", "H", "C", "H", "C", "H", "O", "O"], "positions_angstrom": [[3.431, 1.119, 0.366], [0.090, -2.917, -2.521], [-2.747, -0.168, 2.909], [0.507, 1.167, -0.853], [-2.475, 0.610, 4.104], [2.536, 2.485, 0.941], [2.571, 1.744, 0.127], [0.763, 1.120, 1.028], [0.658, -1.161, -1.269], [1.474, -0.476, -0.287], [-5.291, -0.232, -0.253], [2.957, 2.472, -0.676], [2.238, -1.051, 0.091], [-3.718, -0.418, -0.183], [0.848, -2.144, -2.156], [1.753, -2.006, -2.834], [1.236, 0.916, 0.006], [-0.349, -0.778, -1.162], [-2.018, 0.172, 3.372], [-4.463, -0.453, -0.751]], "homo_lumo_gap_ha": 0.2948, "smiles": "C=CNCC.O.O", "relative_energy_kcal_mol": 74.6}